Record 1
{
  "formula": "C23H25Cl3NOP2S6SbY",
  "method": "wB97M-V/def2-TZVPD",
  "largest_force_ev_per_a": 1.416,
  "molar_mass_g_mol": 902.83,
  "multiplicity": 1,
  "e_homo_ev": -3.95,
  "gap_ev": 5.9,
  "total_charge": -1,
  "e_lumo_ev": 1.98,
  "de_lowest_kj_mol": 88.3,
  "symbols": ["Sb", "Y", "Cl", "Cl", "Cl", "S", "S", "S", "S", "S", "S", "P", "P", "O", "N", "C", "C", "C", "C", "C", "C", "C", "C", "C", "C", "C", "C", "C", "C", "C", "C", "C", "C", "C", "C", "C", "C", "C", "H", "H", "H", "H", "H", "H", "H", "H", "H", "H", "H", "H", "H", "H", "H", "H", "H", "H", "H", "H", "H", "H", "H", "H", "H"],
  "coordinates": [[-0.8817, 2.9898, -2.8178], [-0.4046, 0.5376, -0.2198], [0.6377, 1.6687, 5.4369], [-2.1068, 2.4010, 4.8306], [-1.4868, -0.2800, 5.7626], [-1.3481, 3.1753, 1.1137], [2.1187, -0.0064, 0.8234], [-1.1066, 0.5226, -2.6859], [-3.0060, 3.7836, -2.8529], [0.0565, 3.1828, -0.3879], [2.5177, -2.9153, -0.8895], [-3.3526, 0.4618, 0.2256], [2.9910, -1.0008, -0.7069], [-0.5144, -1.8708, -0.2848], [-0.5825, 0.6120, 2.2810], [6.9964, -1.3455, -1.3558], [5.6199, -1.4737, -1.4350], [-4.6620, -1.0816, 4.3895], [-0.7026, 0.6856, 3.4177], [-4.2294, -0.7802, -0.8086], [-3.4855, -1.3736, 2.3140], [2.2926, -0.7500, -3.4021], [2.0631, 1.3568, -4.5347], [-4.6479, 0.6777, 2.7459], [6.7516, 0.0816, 0.5617], [7.5642, -0.5668, -0.3547], [-0.9155, 1.0921, 4.8000], [-5.0343, 0.1914, 3.9906], [5.3697, -0.0412, 0.4806], [2.6443, -0.0835, -2.2368], [-3.8834, -0.1043, 1.8857], [-3.8790, -1.8636, 3.5479], [4.7997, -0.8203, -0.5173], [-1.1316, -2.6449, -1.3273], [2.0031, -0.0267, -4.5514], [-4.3778, 1.9195, -0.0818], [2.4149, 2.0265, -3.3689], [2.7044, 1.3108, -2.2203], [-4.2078, 2.2325, -1.1153], [-3.8410, -1.7798, -0.6172], [2.2164, -1.8295, -3.3922], [5.1699, -2.0902, -2.2043], [-5.6287, 0.8137, 4.6484], [0.4326, -2.1598, -0.2586], [-5.4327, 1.6858, 0.0793], [7.1911, 0.6885, 1.3433], [-5.3022, -0.7701, -0.6088], [1.6991, -0.5460, -5.4510], [-4.0421, -0.5250, -1.8529], [-0.3855, -2.9110, -2.0747], [-4.9646, -1.4593, 5.3583], [-1.5672, -3.5495, -0.8984], [-4.9472, 1.6727, 2.4437], [-4.0490, 2.7472, 0.5430], [-3.5665, -2.8525, 3.8604], [1.8072, 1.9211, -5.4225], [2.9390, 1.8306, -1.2989], [4.7287, 0.4662, 1.1898], [-2.8561, -1.9823, 1.6720], [2.4305, 3.1084, -3.3476], [7.6278, -1.8546, -2.0731], [-1.8988, -2.0374, -1.7988], [8.6408, -0.4678, -0.2912]],
  "nbo_charge": [0.94, 1.27, 0.07, 0.09, 0.07, -0.53, -0.62, -0.96, -0.91, -0.43, -0.66, 0.88, 1.17, -0.82, -0.31, -0.22, -0.21, -0.23, 0.31, -0.94, -0.24, -0.13, -0.19, -0.25, -0.22, -0.21, -0.20, -0.20, -0.22, -0.45, -0.23, -0.21, -0.28, -0.25, -0.22, -0.97, -0.20, -0.20, 0.30, 0.22, 0.23, 0.23, 0.21, 0.53, 0.21, 0.21, 0.22, 0.21, 0.26, 0.20, 0.21, 0.17, 0.22, 0.27, 0.21, 0.21, 0.24, 0.24, 0.22, 0.22, 0.21, 0.21, 0.21]
}

Record 2
{
  "formula": "C10H11P",
  "method": "wB97M-V/def2-TZVPD",
  "largest_force_ev_per_a": 5.066,
  "molar_mass_g_mol": 162.17,
  "multiplicity": 1,
  "e_homo_ev": -7.61,
  "gap_ev": 7.1,
  "total_charge": 0,
  "e_lumo_ev": -0.50,
  "de_lowest_kj_mol": 296.3,
  "symbols": ["P", "C", "C", "C", "C", "C", "C", "C", "C", "C", "C", "H", "H", "H", "H", "H", "H", "H", "H", "H", "H", "H"],
  "coordinates": [[1.6158, -2.3176, -0.1704], [-1.4159, -0.3294, 1.4884], [-2.3945, 0.4083, 0.7998], [1.6798, 1.7386, -0.4899], [0.5256, -1.9491, 1.0661], [0.4032, -1.7967, -1.4245], [-0.5728, -0.9942, -0.7750], [-2.4548, 0.6168, -0.6215], [-0.4934, -1.1268, 0.7141], [1.1753, 1.8267, 0.6762], [-1.5738, -0.1543, -1.3567], [1.6433, 1.4898, 1.6697], [-1.6203, -0.4358, 2.5372], [1.0961, 2.1056, -1.3898], [0.6130, -2.3284, 2.1132], [-3.0377, 0.9195, 1.4995], [2.5395, 1.0590, -0.6989], [0.6569, -1.7867, -2.4280], [1.3365, -3.6863, 0.0237], [0.2805, 2.3721, 0.8770], [-1.4963, -0.1519, -2.5207], [-3.1549, 1.0987, -1.3255]],
  "nbo_charge": [0.66, -0.19, -0.21, -0.40, -0.54, -0.51, -0.06, -0.25, -0.08, -0.38, -0.16, 0.19, 0.22, 0.20, 0.24, 0.21, 0.20, 0.22, 0.02, 0.19, 0.21, 0.24]
}

Record 3
{
  "formula": "C5H11N",
  "method": "wB97M-V/def2-TZVPD",
  "largest_force_ev_per_a": 1.073,
  "molar_mass_g_mol": 85.15,
  "multiplicity": 1,
  "e_homo_ev": -7.42,
  "gap_ev": 8.5,
  "total_charge": 0,
  "e_lumo_ev": 1.09,
  "de_lowest_kj_mol": 86.1,
  "symbols": ["N", "C", "C", "C", "C", "C", "H", "H", "H", "H", "H", "H", "H", "H", "H", "H", "H"],
  "coordinates": [[1.0196, 1.0128, -0.2822], [-0.2616, -0.3817, 1.2803], [-1.2084, -1.9161, -1.1782], [0.0600, 0.0187, -0.1275], [-0.4323, -0.6203, -1.1976], [1.1186, 2.1211, 0.6425], [-0.1720, -0.2609, -2.1822], [0.5493, -0.1332, 1.9561], [-0.3640, -1.4645, 1.3834], [1.7307, 2.8826, 0.1812], [-1.0050, -2.4881, -2.0765], [1.6786, 1.8770, 1.5632], [0.1511, 2.4640, 1.0075], [1.4649, 1.1316, -1.1702], [-2.2860, -1.7747, -1.0593], [-0.8595, -2.5511, -0.3559], [-1.1839, 0.0827, 1.6153]],
  "nbo_charge": [-0.62, -0.66, -0.63, 0.19, -0.29, -0.41, 0.19, 0.22, 0.23, 0.21, 0.21, 0.18, 0.19, 0.39, 0.21, 0.20, 0.22]
}

Record 4
{
  "formula": "C20H58O9",
  "method": "wB97M-V/def2-TZVPD",
  "largest_force_ev_per_a": 2.130,
  "molar_mass_g_mol": 442.67,
  "multiplicity": 1,
  "e_homo_ev": -9.67,
  "gap_ev": 10.0,
  "total_charge": 0,
  "e_lumo_ev": 0.38,
  "de_lowest_kj_mol": 139.2,
  "symbols": ["O", "O", "O", "O", "O", "O", "O", "O", "O", "C", "C", "C", "C", "C", "C", "C", "C", "C", "C", "C", "C", "C", "C", "C", "C", "C", "C", "C", "C", "H", "H", "H", "H", "H", "H", "H", "H", "H", "H", "H", "H", "H", "H", "H", "H", "H", "H", "H", "H", "H", "H", "H", "H", "H", "H", "H", "H", "H", "H", "H", "H", "H", "H", "H", "H", "H", "H", "H", "H", "H", "H", "H", "H", "H", "H", "H", "H", "H", "H", "H", "H", "H", "H", "H", "H", "H", "H"],
  "coordinates": [[-2.4637, -0.8977, 1.8522], [-0.1034, 0.4669, 6.0457], [1.4983, 0.1150, -5.6306], [2.9522, -2.9357, -1.7184], [-1.4287, -0.2824, -0.5277], [-1.8681, -0.5349, -3.2332], [-1.4186, 0.7759, 3.7273], [2.9253, -3.8216, 3.0080], [0.7432, 3.9016, -0.3534], [-1.8401, 2.3136, 2.0370], [2.4441, -1.9160, -2.5617], [2.4565, -4.2165, 1.7253], [-4.8237, -0.4471, 1.2803], [-0.2829, 2.9651, 3.9245], [0.8799, -1.0510, 0.3179], [-0.8161, 1.8270, 3.0136], [1.0784, -2.3791, -3.0586], [0.7068, 1.2600, -5.6355], [1.7724, 2.9634, -0.3253], [1.0169, -0.3884, 6.2940], [-0.0737, -0.0298, -0.3725], [1.3756, -1.1040, 5.0617], [-3.2130, -0.3974, -3.5501], [3.1417, 3.6385, -0.4572], [1.1977, 2.1224, -6.7865], [0.7535, 2.0455, -4.2940], [-3.8080, -1.2276, 2.0802], [-3.6887, 0.9726, -3.1727], [1.1834, -5.0535, 1.7798], [1.2792, -3.1017, -3.8831], [-1.7868, -0.7895, -2.3056], [0.3956, 2.5247, 4.6486], [2.3527, -0.9610, -2.0832], [2.2896, 2.2894, -6.7071], [0.5917, -1.6881, 4.5204], [-1.6116, 3.2321, 1.4978], [2.2943, -3.3338, 1.0947], [1.9028, -0.6874, 0.2083], [3.3478, 4.3257, 0.3431], [3.8631, 2.8423, -0.5535], [-5.7949, -0.8443, 1.3447], [0.4012, -1.6146, -3.4204], [1.6116, 2.7590, -4.3769], [-3.7306, -1.2091, -3.0725], [-3.9621, -2.2750, 1.8514], [1.6725, -0.3261, 4.3679], [-4.7636, 1.1542, -3.3529], [-3.4733, 1.2626, -2.1402], [0.0293, 1.4720, 2.4466], [2.2408, -1.7408, 5.1940], [-1.1029, 3.4171, 4.4611], [0.1798, 3.7686, 3.3640], [-0.2162, 0.9283, 6.8923], [1.7905, 2.4046, 0.5959], [0.9129, -2.0241, -0.1314], [1.6932, 2.2471, -1.1454], [-2.0089, 1.5414, 1.2404], [-2.7034, 2.4233, 2.6869], [3.2369, -4.8222, 1.2890], [-0.1648, 2.6230, -4.1061], [-3.2910, -0.5977, -4.6205], [-0.1004, 3.4314, -0.3189], [0.0537, 0.8602, 0.1819], [-4.0445, -1.1007, 3.1349], [-4.6595, -0.3852, 0.1797], [0.8779, 1.3843, -3.4517], [3.8567, -2.7317, -1.5569], [0.3288, 0.1418, -1.4161], [-1.0109, 0.6737, 4.5987], [0.3510, -4.6484, 2.3253], [0.8285, -5.2152, 0.7704], [3.1382, 4.1572, -1.3833], [1.8608, 0.2304, 6.6502], [0.6683, -1.2194, 1.3727], [-0.3294, 0.9334, -5.8421], [0.6881, -3.0050, -2.2714], [0.7712, 3.0849, -6.7053], [0.9495, 1.7459, -7.7668], [-4.8467, 0.5599, 1.6988], [-3.1209, 1.7422, -3.7399], [-2.1154, -0.4047, 2.6345], [1.3073, -6.0589, 2.1350], [3.0744, -1.8447, -3.4587], [3.7737, -4.1732, 3.2029], [-1.9009, -0.4724, 0.3388], [1.0448, -0.5174, -5.0395], [0.7832, -1.0536, 7.1085]],
  "mulliken_charge": [-0.32, -0.49, -0.61, -0.48, -0.36, -0.36, -0.61, -0.52, -0.61, -0.93, -0.19, 0.35, -1.02, -1.62, -1.47, 1.29, -0.78, 0.75, 0.83, -0.31, 2.15, -0.88, -0.38, -1.50, -1.68, -0.57, -0.26, -0.78, -1.22, 0.40, 0.15, 0.41, 0.14, 0.36, 0.19, 0.26, -0.22, 0.50, 0.37, 0.37, 0.45, -0.16, 0.39, 0.31, 0.31, 0.18, 0.37, 0.07, -0.22, 0.41, 0.38, 0.40, 0.25, 0.13, 0.18, -0.19, -0.02, 0.45, 0.36, 0.30, 0.30, 0.31, -0.75, 0.34, 0.09, -0.28, 0.27, -1.07, 0.21, 0.29, 0.33, 0.39, 0.28, 0.48, 0.12, 0.41, 0.42, 0.41, 0.25, 0.23, 0.21, 0.39, 0.50, 0.28, 0.24, 0.28, 0.35]
}

Record 5
{
  "formula": "C2H6F2N2",
  "method": "wB97M-V/def2-TZVPD",
  "largest_force_ev_per_a": 3.083,
  "molar_mass_g_mol": 96.08,
  "multiplicity": 1,
  "e_homo_ev": -10.40,
  "gap_ev": 11.2,
  "total_charge": 0,
  "e_lumo_ev": 0.84,
  "de_lowest_kj_mol": 76.9,
  "symbols": ["F", "F", "N", "N", "C", "C", "H", "H", "H", "H", "H", "H"],
  "coordinates": [[0.5460, -0.2791, 2.9770], [0.0210, -1.3357, 0.9904], [1.4015, 0.5604, 0.9976], [-1.9315, 0.0717, -1.7861], [-0.7031, -0.0462, -2.0406], [0.2747, -0.0918, 1.5424], [0.1141, -0.6894, -1.5422], [-0.3168, 0.6819, -2.8015], [1.1163, 0.9039, 0.1002], [2.2745, 0.1130, 0.8974], [-2.1976, -0.4683, -0.8949], [-0.5993, 0.5795, 1.5603]],
  "nbo_charge": [-0.38, -0.35, -0.85, -0.59, -0.07, 0.67, 0.16, 0.16, 0.37, 0.39, 0.34, 0.15]
}

Record 6
{
  "formula": "H48O24",
  "method": "wB97M-V/def2-TZVPD",
  "largest_force_ev_per_a": 1.152,
  "molar_mass_g_mol": 432.36,
  "multiplicity": 1,
  "e_homo_ev": -10.54,
  "gap_ev": 9.8,
  "total_charge": 0,
  "e_lumo_ev": -0.76,
  "de_lowest_kj_mol": 255.0,
  "symbols": ["O", "O", "O", "O", "O", "O", "O", "O", "O", "O", "O", "O", "O", "O", "O", "O", "O", "O", "O", "O", "O", "O", "O", "O", "H", "H", "H", "H", "H", "H", "H", "H", "H", "H", "H", "H", "H", "H", "H", "H", "H", "H", "H", "H", "H", "H", "H", "H", "H", "H", "H", "H", "H", "H", "H", "H", "H", "H", "H", "H", "H", "H", "H", "H", "H", "H", "H", "H", "H", "H", "H", "H"],
  "coordinates": [[3.9037, -3.3238, -13.7000], [3.7415, -3.1161, -10.4682], [9.5493, -3.0042, -15.5215], [0.8477, -4.8591, -17.2083], [2.1215, -5.4526, -14.4668], [7.3111, -7.5461, -12.8840], [8.4820, -6.8407, -16.6848], [4.4785, -4.3717, -16.6248], [2.0428, -0.2449, -17.5361], [7.0254, -4.6440, -15.3655], [6.3730, -2.6439, -18.8157], [4.3599, -2.7850, -20.7459], [8.6365, -4.8609, -20.0187], [2.5248, -0.9527, -13.4230], [2.4312, -2.9667, -18.1823], [2.3829, -3.6690, -22.3225], [-0.8008, -1.0493, -17.8915], [7.3855, -3.7383, -12.2055], [-1.4666, -3.5267, -16.7144], [2.7387, -7.2077, -16.2784], [4.6020, -7.2802, -13.1349], [6.6674, -6.3039, -21.4031], [5.1933, -6.9130, -17.8543], [4.2716, -9.1928, -15.3692], [2.0028, -7.0874, -16.8787], [2.7647, -0.5000, -14.2316], [1.0610, -4.9132, -16.2767], [5.9111, -6.4075, -20.8256], [1.4089, -4.1595, -17.5427], [6.3819, -7.3548, -13.0110], [2.2360, -2.0513, -17.9819], [3.1088, -2.9253, -18.8572], [2.4025, -0.2518, -12.7827], [4.8799, -3.0547, -21.5029], [3.2188, -3.8031, -10.8817], [4.5571, -7.3900, -17.3214], [4.8930, -6.0044, -17.8307], [2.0554, 0.3135, -16.7588], [7.3277, -4.3378, -12.9495], [3.5499, -8.6041, -15.5902], [1.8752, 0.3569, -18.2613], [1.7643, -4.2406, -21.8677], [7.5443, -7.0806, -12.0808], [8.1761, -7.4949, -16.0565], [-0.7880, -4.1354, -17.0062], [6.6103, -2.9862, -17.9539], [3.4628, -2.5627, -13.3224], [3.3195, -2.9703, -9.6215], [1.2581, -5.3236, -14.0742], [7.0701, -7.1719, -21.4293], [4.1911, -7.8871, -13.7506], [8.3021, -3.4628, -12.1901], [-0.8698, -1.9042, -17.4666], [4.0109, -6.5278, -13.1090], [8.0748, -7.0946, -17.5131], [-2.2710, -4.0456, -16.7159], [8.7618, -3.4301, -15.1830], [4.3960, -3.7020, -12.9713], [0.1274, -0.8242, -17.8286], [2.6169, -4.6719, -14.2192], [2.6801, -6.4667, -15.6754], [4.4914, -4.1319, -15.6983], [7.1509, -2.1688, -19.1078], [4.2532, -9.8622, -16.0531], [7.3630, -5.4746, -15.7008], [8.0778, -4.8987, -20.7949], [3.1294, -3.6013, -21.7272], [8.0621, -4.5364, -19.3251], [6.1128, -4.6220, -15.6535], [3.8467, -3.7707, -17.0195], [5.0067, -2.5862, -20.0689], [9.9052, -2.5269, -14.7720]],
  "mulliken_charge": [-0.66, -0.59, -0.61, -0.81, -0.71, -0.61, -0.69, -0.18, -0.63, -0.32, -0.63, -0.65, -0.60, -0.59, -0.70, -0.61, -0.64, -0.63, -0.69, -0.62, -0.68, -0.61, -0.63, -0.67, 0.28, 0.28, 0.37, 0.31, 0.47, 0.40, 0.36, 0.20, 0.28, 0.31, 0.30, 0.37, 0.22, 0.24, 0.32, 0.36, 0.30, 0.32, 0.31, 0.32, 0.43, 0.26, 0.33, 0.30, 0.30, 0.29, 0.34, 0.28, 0.36, 0.27, 0.31, 0.30, 0.32, 0.26, 0.38, 0.35, 0.36, 0.10, 0.28, 0.29, 0.30, 0.32, 0.36, 0.28, 0.12, 0.29, 0.30, 0.30]
}